DFT (ωB97M-V with the def2-TZVPD basis set) results for a 3-piece molecular cluster, C43H66F6N4O10P2S2 overall.

Geometry as XYZ:
```
133
C43H66F6N4O10P2S2 | the Open Molecules 2025 dataset | ωB97M-V with the def2-TZVPD basis set
C 0.471 -1.036 -1.601
C 0.277 0.059 -1.162
C 0.252 1.458 -0.814
C -0.998 2.103 -0.830
C -2.245 1.331 -1.183
N -2.561 0.315 -0.137
C -1.025 3.453 -0.531
C 0.126 4.189 -0.215
C 1.348 3.511 -0.177
C 2.583 4.311 0.211
C 3.044 3.830 1.609
C 3.974 4.826 2.324
C 4.175 4.353 3.785
C 3.087 4.883 4.716
O 3.448 4.662 6.089
C 2.483 4.043 6.812
C 2.097 4.688 8.130
O 1.960 3.014 6.483
C 1.428 2.140 -0.475
N 2.633 1.420 -0.437
C 3.696 1.877 -1.349
C 4.538 0.721 -1.943
C 6.027 0.915 -1.579
C 6.617 2.199 -2.197
N 0.087 5.601 0.058
N -0.252 6.278 -1.210
C 0.350 7.410 -1.332
C -0.504 8.601 -1.695
C 1.851 7.592 -1.180
C -0.993 5.957 0.925
C -0.693 6.832 1.969
F 0.566 7.243 2.113
C -1.700 7.219 2.836
S -1.346 8.314 4.211
C -3.002 6.774 2.662
C -3.330 5.895 1.631
C -4.769 5.440 1.498
F -4.935 4.331 2.275
F -5.148 5.198 0.235
C -5.803 6.481 2.070
F -7.006 6.138 1.555
F -5.941 6.396 3.391
F -5.567 7.724 1.657
C -2.295 5.487 0.782
S -2.588 4.336 -0.532
H 0.508 -2.008 -2.037
H -2.137 0.881 -2.176
H -3.112 1.998 -1.243
H -3.573 0.250 -0.125
H -2.273 0.757 0.732
H 2.356 5.369 0.310
H 3.380 4.226 -0.530
H 2.133 3.738 2.219
H 3.491 2.833 1.573
H 3.596 5.853 2.271
H 4.959 4.760 1.847
H 5.172 4.622 4.147
H 4.113 3.259 3.771
H 2.136 4.410 4.455
H 2.972 5.961 4.547
H 2.983 4.876 8.743
H 1.458 4.002 8.685
H 1.533 5.611 7.974
H 2.473 0.425 -0.513
H 3.285 2.538 -2.122
H 4.378 2.504 -0.761
H 4.169 -0.246 -1.586
H 4.445 0.768 -3.033
H 6.556 0.051 -1.995
H 6.120 0.909 -0.488
H 7.705 2.140 -2.138
H 6.238 2.395 -3.202
H 6.302 3.038 -1.565
H 0.073 9.295 -2.317
H -0.881 9.109 -0.805
H -1.333 8.225 -2.302
H 2.120 7.616 -0.118
H 2.205 8.476 -1.710
H 2.350 6.727 -1.621
H -0.632 7.482 5.001
H -3.726 7.153 3.372
C 0.624 -9.397 -1.444
C 1.804 -8.806 -2.197
O 1.394 -8.113 -3.379
P 0.664 -6.648 -3.224
O 1.816 -5.816 -2.763
O 0.606 -6.149 -4.792
C 1.020 -4.833 -5.162
C 2.407 -4.864 -5.772
O -0.837 -7.289 -3.317
C -1.458 -7.765 -4.519
C -0.783 -8.953 -5.165
H -0.025 -8.611 -1.048
H 0.971 -10.006 -0.608
H 0.014 -10.017 -2.103
H 2.372 -8.131 -1.551
H 2.475 -9.601 -2.520
H 0.982 -4.157 -4.308
H 0.302 -4.463 -5.897
H 3.103 -5.425 -5.149
H 2.795 -3.854 -5.911
H 2.382 -5.361 -6.743
H -1.588 -6.950 -5.229
H -2.464 -8.063 -4.215
H 0.171 -8.679 -5.613
H -1.422 -9.349 -5.957
H -0.596 -9.744 -4.440
C -2.293 -2.750 1.706
C -2.014 -4.096 2.347
O -2.932 -5.101 1.905
P -2.775 -5.701 0.387
O -1.519 -6.506 0.510
O -3.840 -6.959 0.432
C -3.468 -8.256 -0.041
C -3.141 -9.173 1.122
O -3.910 -4.725 -0.260
C -5.325 -4.875 -0.088
C -5.820 -4.707 1.330
H -2.113 -2.786 0.629
H -1.648 -1.980 2.131
H -3.333 -2.456 1.847
H -0.989 -4.415 2.138
H -2.126 -4.026 3.429
H -2.632 -8.192 -0.738
H -4.320 -8.654 -0.596
H -2.446 -8.702 1.816
H -2.706 -10.109 0.768
H -4.046 -9.403 1.688
H -5.664 -5.817 -0.516
H -5.767 -4.089 -0.704
H -5.523 -5.543 1.962
H -6.910 -4.659 1.333
H -5.429 -3.795 1.779
```

Summary:
spin multiplicity = 1
maximum force = 0.1471 Eh/bohr
SMILES = C#Cc1c(CN)c2c(c(CCCCCOC(C)=O)c1NCCCC)N(N=C(C)C)c1c(F)c(S)cc(C(F)(F)C(F)(F)F)c1S2.CCOP(=O)(OCC)OCC.CCOP(=O)(OCC)OCC
HOMO-LUMO gap = 7.5 eV



DFT (ωB97M-V with the def2-TZVPD basis set) results for a 7-piece molecular cluster, C43H69ClN3O17S2 overall.

Geometry as XYZ:
```
135
C43H69ClN3O17S2 | the Open Molecules 2025 dataset | ωB97M-V with the def2-TZVPD basis set
O 0.474 -4.518 3.328
C -0.260 -3.927 2.613
O -0.105 -3.929 1.258
C -1.419 -3.107 3.115
C -1.490 -1.791 2.351
C -2.750 -0.958 2.696
C -2.987 0.042 1.605
C -2.275 1.256 1.531
C -1.231 1.651 2.554
C 0.168 1.947 1.987
C 1.017 0.676 1.942
S 2.759 1.106 1.919
C 3.493 -0.416 2.229
S 2.749 -1.860 2.257
N 4.886 -0.327 2.452
C 5.773 -0.197 1.405
C 7.000 -0.168 2.010
N 6.883 -0.271 3.354
C 5.604 -0.365 3.612
C -2.599 2.127 0.479
C -1.945 3.459 0.302
O -1.173 3.599 -0.602
O -2.294 4.395 1.149
C -3.570 1.818 -0.469
C -4.216 0.634 -0.347
N -3.933 -0.228 0.656
C -4.736 -1.465 0.680
C -3.944 -2.733 0.466
O -4.024 -3.637 1.206
Cl -2.932 -2.803 -0.945
H 0.821 -3.715 1.073
H -1.203 -2.954 4.164
H -2.339 -3.673 3.007
H -1.451 -1.967 1.285
H -0.639 -1.197 2.655
H -2.605 -0.430 3.628
H -3.608 -1.605 2.834
H -1.615 2.517 3.088
H -1.101 0.889 3.307
H 0.646 2.655 2.660
H 0.156 2.391 1.004
H 0.857 0.061 2.818
H 0.823 0.131 1.024
H 5.474 -0.151 0.376
H 7.916 -0.070 1.457
H 5.134 -0.484 4.568
H -1.805 5.216 0.889
H -3.794 2.530 -1.242
H -4.987 0.365 -1.049
H -5.452 -1.400 -0.131
H -5.308 -1.535 1.595
O 3.936 -0.625 -1.423
C 4.318 -1.543 -2.106
O 5.303 -1.324 -2.986
C 5.969 -2.392 -3.681
C 5.247 -2.777 -4.953
C 3.675 -2.905 -2.059
H 6.123 -3.248 -3.023
H 6.954 -1.997 -3.919
H 4.252 -3.172 -4.746
H 5.812 -3.539 -5.490
H 5.127 -1.907 -5.598
H 2.843 -2.929 -2.763
H 3.292 -3.067 -1.054
H 4.363 -3.717 -2.276
O -7.595 1.084 -2.463
C -7.938 2.072 -1.874
O -7.034 2.657 -1.060
C -7.225 3.939 -0.445
C -7.960 3.829 0.874
C -9.344 2.611 -1.943
H -7.711 4.629 -1.134
H -6.220 4.323 -0.276
H -8.969 3.439 0.740
H -8.030 4.805 1.353
H -7.433 3.149 1.544
H -9.944 2.125 -1.174
H -9.754 2.359 -2.917
H -9.412 3.690 -1.827
O -1.495 -4.976 -6.203
C -2.290 -5.364 -5.396
O -3.339 -6.099 -5.812
C -4.222 -6.778 -4.916
C -5.353 -5.884 -4.451
C -2.193 -4.977 -3.936
H -3.670 -7.214 -4.082
H -4.622 -7.609 -5.492
H -4.981 -5.035 -3.875
H -6.049 -6.445 -3.827
H -5.894 -5.485 -5.309
H -2.722 -4.036 -3.788
H -1.142 -4.832 -3.695
H -2.584 -5.726 -3.251
O 2.595 3.299 5.639
C 3.605 3.802 5.224
O 3.689 5.144 5.186
C 4.908 5.839 4.899
C 5.114 6.029 3.410
C 4.734 2.975 4.658
H 5.756 5.345 5.373
H 4.800 6.806 5.385
H 5.218 5.074 2.894
H 6.010 6.620 3.223
H 4.257 6.544 2.976
H 4.535 2.813 3.600
H 4.741 2.013 5.164
H 5.722 3.409 4.782
O 5.343 -5.784 -2.480
C 5.755 -6.666 -3.187
O 6.727 -6.378 -4.067
C 7.429 -7.379 -4.814
C 6.712 -7.729 -6.101
C 5.151 -8.049 -3.170
H 7.624 -8.256 -4.197
H 8.397 -6.934 -5.037
H 5.734 -8.170 -5.910
H 7.301 -8.438 -6.682
H 6.555 -6.832 -6.700
H 4.318 -8.075 -3.872
H 4.771 -8.239 -2.170
H 5.853 -8.842 -3.412
O -1.950 6.950 0.446
C -2.246 7.855 1.194
O -1.319 8.312 2.030
C -1.481 9.502 2.820
C -2.165 9.214 4.139
C -3.647 8.407 1.248
H -1.989 10.277 2.247
H -0.469 9.857 2.995
H -3.181 8.846 3.994
H -2.210 10.117 4.745
H -1.615 8.450 4.689
H -4.223 7.823 1.964
H -4.093 8.295 0.263
H -3.697 9.459 1.515
```

Summary:
charge = +1
spin multiplicity = 1
maximum force = 0.0266 Eh/bohr
HOMO-LUMO gap = 6.4 eV



DFT (ωB97M-V with the def2-TZVPD basis set) results for C43H69MnN5O2 as an isolated structure.

Geometry as XYZ:
```
120
C43H69MnN5O2 | the Open Molecules 2025 dataset | ωB97M-V with the def2-TZVPD basis set
Mn 0.193 0.390 -0.340
C 3.069 -1.315 1.497
N 1.773 -0.760 1.824
C 1.952 0.469 2.575
C 0.968 -1.712 2.562
C -0.520 -1.359 2.565
N -1.107 -1.184 1.247
C -2.467 -0.692 1.425
C -2.655 0.686 2.018
C -3.852 0.903 2.661
C -4.291 2.169 3.037
C -3.458 3.242 2.726
C -2.235 3.085 2.107
C -1.762 1.772 1.752
O -0.602 1.596 1.251
C -1.395 4.287 1.680
C -2.010 5.642 2.066
C -1.264 4.257 0.150
C 0.005 4.207 2.307
C -5.667 2.312 3.672
C -6.723 1.675 2.753
C -6.076 3.772 3.893
C -5.685 1.596 5.032
C -1.122 -2.447 0.515
C -1.813 -2.522 -0.840
C -1.956 -3.794 -1.354
C -2.585 -4.043 -2.576
C -3.280 -2.968 -3.120
C -3.198 -1.676 -2.636
C -2.223 -1.374 -1.610
O -1.743 -0.215 -1.423
C -4.174 -0.647 -3.219
C -3.992 -0.472 -4.736
C -4.064 0.733 -2.566
C -5.607 -1.159 -2.960
C -2.461 -5.401 -3.253
C -3.079 -5.432 -4.656
C -0.969 -5.744 -3.402
C -3.150 -6.495 -2.421
H 3.659 -1.556 2.404
H 3.609 -0.589 0.897
H 2.949 -2.222 0.906
H 2.444 0.277 3.550
H 0.988 0.944 2.735
H 2.562 1.147 1.985
H 1.306 -1.784 3.621
H 1.098 -2.702 2.110
H -0.677 -0.428 3.114
H -1.050 -2.165 3.130
H -3.043 -1.432 2.032
H -2.925 -0.667 0.436
H -4.491 0.044 2.847
H -3.788 4.238 2.978
H -2.994 5.769 1.618
H -1.369 6.444 1.698
H -2.099 5.753 3.146
H -2.253 4.296 -0.306
H -0.768 3.338 -0.172
H -0.680 5.106 -0.207
H -0.059 4.148 3.394
H 0.599 5.082 2.042
H 0.502 3.318 1.930
H -6.679 2.133 1.767
H -7.726 1.816 3.162
H -6.550 0.608 2.637
H -6.093 4.305 2.945
H -5.386 4.272 4.569
H -7.076 3.811 4.329
H -5.383 0.558 4.916
H -6.683 1.622 5.474
H -4.987 2.078 5.715
H -1.610 -3.222 1.158
H -0.076 -2.748 0.378
H -1.559 -4.624 -0.774
H -3.918 -3.157 -3.974
H -2.996 -0.096 -4.956
H -4.720 0.243 -5.123
H -4.132 -1.416 -5.258
H -3.088 1.171 -2.744
H -4.201 0.659 -1.491
H -4.831 1.402 -2.967
H -5.773 -2.129 -3.423
H -6.345 -0.463 -3.362
H -5.774 -1.259 -1.888
H -2.644 -4.664 -5.291
H -4.154 -5.275 -4.611
H -2.897 -6.405 -5.118
H -0.461 -4.965 -3.969
H -0.840 -6.696 -3.922
H -0.491 -5.814 -2.429
H -4.216 -6.289 -2.358
H -2.747 -6.517 -1.412
H -3.011 -7.482 -2.872
N -0.069 2.139 -2.999
C 0.140 1.524 -4.293
C -0.173 0.023 -4.440
C 0.920 -0.925 -3.937
N 0.654 -1.364 -2.582
H -0.918 1.771 -2.568
H 0.693 1.884 -2.350
H 1.181 1.707 -4.574
H -0.506 2.063 -5.008
H -0.362 -0.179 -5.502
H -1.083 -0.194 -3.881
H 1.890 -0.421 -3.946
H 0.984 -1.785 -4.641
H 1.492 -1.743 -2.158
H -0.096 -2.046 -2.560
N 1.929 0.817 -0.988
C 2.926 0.766 -1.810
C 3.742 -0.419 -1.974
C 4.690 -0.542 -2.951
C 4.974 0.508 -3.822
C 4.288 1.711 -3.637
C 3.332 1.858 -2.670
H 3.531 -1.261 -1.325
H 5.230 -1.486 -3.052
H 5.698 0.397 -4.621
H 4.525 2.550 -4.290
H 2.814 2.804 -2.563
```

Summary:
charge = -2
spin multiplicity = 6
energy relative to the best compared isomer or geometry (same formula, charge and spin) = 0.0 kcal per mole
maximum force = 0.0244 Eh/bohr
HOMO-LUMO gap (alpha / beta) = 3.9 / 4.2 eV



- spin multiplicity of number 3 (C43H69MnN5O2)?
  6



- The highest maximum force belongs to which entry?
  C43H66F6N4O10P2S2